Entry 1:
Molecular formula: C27H38N7O6SSe2Te2Zr
Method: DFT, ωB97M-V/def2-TZVPD

Each line ends with the Löwdin charge.
Atoms and positions in Å:
Zr (-0.105, 0.421, 1.712)  1.23
C (-1.431, -4.652, 1.146)  -0.04
N (-0.804, -3.622, 1.946)  -0.16
C (-1.369, -3.486, 3.275)  -0.05
C (-0.312, -2.510, 1.361)  -0.59
O (0.153, -1.557, 2.082)  -0.37
C (0.336, -2.679, -0.026)  -0.13
O (0.868, -1.439, -0.477)  -0.16
C (2.271, -1.397, -0.660)  -0.07
C (2.888, -0.729, 0.573)  -0.36
O (2.115, -0.079, 1.287)  -0.20
N (4.181, -0.841, 0.863)  -0.12
C (5.191, -1.386, -0.011)  -0.02
C (4.694, -0.256, 2.089)  -0.01
H (-2.431, -4.334, 0.819)  0.07
H (-1.513, -5.550, 1.754)  0.10
H (-0.828, -4.880, 0.272)  0.09
H (-1.387, -4.463, 3.751)  0.10
H (-2.390, -3.090, 3.224)  0.08
H (-0.757, -2.806, 3.868)  0.08
H (-0.392, -3.004, -0.770)  0.12
H (1.127, -3.432, 0.071)  0.14
H (2.465, -0.773, -1.544)  0.15
H (2.670, -2.402, -0.837)  0.13
H (4.771, -2.082, -0.729)  0.09
H (5.936, -1.907, 0.591)  0.10
H (5.687, -0.577, -0.553)  0.10
H (3.872, 0.053, 2.735)  0.05
H (5.318, 0.610, 1.866)  0.10
H (5.288, -1.005, 2.612)  0.10
O (0.793, 2.164, -5.501)  -0.05
C (-0.486, 1.776, -5.066)  -0.21
C (-0.479, 1.551, -3.581)  -0.16
C (-1.580, 1.020, -2.922)  0.02
C (-1.511, 0.838, -1.553)  -0.14
N (-0.470, 1.185, -0.795)  0.06
C (0.579, 1.755, -1.420)  -0.19
C (0.612, 1.914, -2.806)  0.06
C (1.655, 2.308, -0.573)  -0.19
C (2.793, 2.904, -1.124)  0.06
C (3.718, 3.530, -0.300)  -0.17
C (4.897, 4.274, -0.880)  -0.21
O (5.223, 3.894, -2.191)  -0.04
C (3.488, 3.499, 1.070)  0.01
C (2.352, 2.865, 1.538)  -0.15
N (1.448, 2.290, 0.754)  0.04
H (0.751, 2.371, -6.439)  0.10
H (-0.811, 0.856, -5.576)  0.14
H (-1.229, 2.558, -5.295)  0.14
H (-2.474, 0.747, -3.458)  0.12
H (-2.361, 0.379, -1.061)  0.01
H (1.462, 2.337, -3.313)  0.11
H (2.975, 2.912, -2.185)  0.11
H (5.758, 4.198, -0.204)  0.13
H (4.630, 5.337, -0.938)  0.14
H (5.746, 3.086, -2.184)  0.10
H (4.172, 3.964, 1.760)  0.12
H (2.173, 2.825, 2.607)  -0.01
Se (-2.009, -0.053, 3.456)  -0.04
Te (-2.381, 1.966, 4.859)  0.31
Te (0.247, 2.801, 4.745)  0.28
Se (1.290, 0.693, 3.896)  0.05
C (-3.343, 2.388, 1.162)  0.00
C (-2.062, 2.967, 1.659)  -0.60
N (-2.044, 4.246, 2.028)  0.20
O (-1.017, 2.283, 1.764)  -0.37
H (-3.956, 3.132, 0.669)  0.09
H (-3.887, 2.008, 2.033)  0.07
H (-3.161, 1.535, 0.509)  0.05
H (-2.873, 4.817, 2.004)  0.13
H (-1.224, 4.599, 2.516)  0.10
C (-5.227, -4.977, -0.855)  -0.02
C (-4.931, -3.515, -0.879)  -0.32
C (-5.764, -2.587, -1.507)  -0.01
C (-5.358, -1.262, -1.473)  -0.12
N (-4.247, -0.872, -0.869)  0.04
C (-3.537, -1.828, -0.266)  -0.68
S (-2.157, -1.294, 0.633)  0.79
N (-3.819, -3.124, -0.270)  0.09
H (-6.100, -5.213, -1.457)  0.08
H (-5.405, -5.296, 0.170)  0.09
H (-4.368, -5.534, -1.223)  0.08
H (-6.670, -2.888, -2.004)  0.11
H (-5.936, -0.478, -1.948)  0.11

Net charge: +1
Frontier orbital gap in eV: 5.8


Entry 2:
Molecular formula: C19H38CdN2O5
Method: DFT, ωB97M-V/def2-TZVPD

Each line ends with the Löwdin charge.
Atoms and positions in Å:
Cd (-1.114, -0.723, -1.304)  1.34
C (0.295, 0.967, -3.960)  -0.22
O (-0.441, 1.699, -4.779)  0.06
O (0.104, 0.169, -3.131)  0.02
O (-2.580, -1.840, -1.249)  -0.89
C (-2.739, 0.759, 1.589)  -0.05
C (-2.232, 2.227, 1.281)  -0.50
C (-2.396, 2.935, 2.657)  -0.13
C (-1.576, 4.276, 2.899)  -0.13
C (-0.113, 3.834, 2.529)  -0.17
C (0.109, 3.172, 1.225)  -0.49
N (-0.805, 2.084, 0.911)  -0.06
O (-0.551, 1.574, -0.424)  -0.14
C (0.295, 4.227, 0.094)  -0.02
C (1.574, 2.499, 1.330)  0.00
C (-3.104, 2.822, 0.170)  -0.03
H (-3.099, 0.236, 0.706)  0.04
H (-3.562, 0.813, 2.337)  0.08
H (-1.927, 0.117, 2.054)  0.10
H (-3.474, 3.141, 2.683)  0.12
H (-2.016, 2.274, 3.438)  0.11
H (-1.709, 4.711, 3.920)  0.12
H (-1.866, 5.008, 2.156)  0.09
H (0.179, 3.207, 3.373)  0.12
H (0.494, 4.708, 2.637)  0.11
H (0.765, 3.751, -0.771)  0.07
H (-0.690, 4.508, -0.276)  0.08
H (0.921, 5.061, 0.426)  0.10
H (1.731, 2.144, 2.343)  0.07
H (1.698, 1.661, 0.670)  0.03
H (2.370, 3.225, 1.146)  0.08
H (-4.176, 2.793, 0.395)  0.09
H (-2.889, 2.211, -0.767)  0.09
H (-2.851, 3.898, 0.013)  0.08
H (-0.149, 2.264, -0.995)  0.08
C (2.981, -2.730, -0.384)  -0.07
C (1.972, -1.868, -0.996)  -0.51
C (1.914, -2.131, -2.515)  -0.13
C (1.210, -3.455, -2.910)  -0.15
C (0.026, -3.881, -2.012)  -0.14
C (0.165, -3.525, -0.495)  -0.45
N (0.580, -2.096, -0.455)  -0.15
O (0.362, -1.376, 0.808)  -0.06
C (-1.190, -3.726, 0.301)  -0.06
C (1.082, -4.613, 0.176)  -0.05
C (2.484, -0.380, -0.750)  -0.02
H (2.867, -3.706, -0.851)  0.07
H (2.985, -2.776, 0.679)  0.08
H (3.930, -2.305, -0.779)  0.11
H (1.400, -1.305, -2.974)  0.06
H (2.944, -2.250, -2.918)  0.13
H (1.966, -4.233, -2.791)  0.10
H (0.906, -3.363, -3.943)  0.11
H (-0.275, -4.890, -2.297)  0.12
H (-0.890, -3.358, -2.307)  0.08
H (-1.546, -4.715, -0.028)  0.09
H (-0.858, -3.880, 1.353)  0.08
H (-2.024, -3.047, 0.258)  0.02
H (1.733, -5.149, -0.507)  0.08
H (1.684, -4.156, 0.943)  0.06
H (0.486, -5.372, 0.662)  0.08
H (3.407, -0.260, -1.284)  0.08
H (2.628, -0.296, 0.339)  0.09
H (1.809, 0.375, -1.101)  0.04
H (0.790, -1.947, 1.453)  0.09

Frontier orbital gap in eV: 4.3


Entry 3:
Molecular formula: C24H26N4S2
Method: DFT, ωB97M-V/def2-TZVPD

Each line ends with the Löwdin charge.
Atoms and positions in Å:
S (0.682, 2.333, -4.211)  0.63
C (0.706, 2.249, -2.556)  -0.90
N (1.757, 2.792, -1.890)  -0.02
C (2.131, 2.496, -0.528)  -0.13
C (2.555, 1.062, -0.281)  -0.20
C (2.804, 0.654, 1.025)  -0.06
C (3.201, -0.642, 1.297)  -0.09
C (3.357, -1.551, 0.262)  -0.10
C (3.121, -1.150, -1.041)  -0.09
C (2.722, 0.150, -1.313)  -0.04
N (-0.276, 1.670, -1.842)  0.02
C (-1.451, 1.089, -2.442)  -0.17
C (-1.802, -0.226, -1.806)  -0.21
C (-3.128, -0.609, -1.661)  -0.05
C (-3.446, -1.820, -1.072)  -0.07
C (-2.444, -2.658, -0.618)  -0.03
C (-1.111, -2.292, -0.759)  -0.21
C (-0.022, -3.198, -0.230)  -0.13
N (-0.211, -3.518, 1.173)  -0.01
C (-0.342, -2.605, 2.166)  -0.89
S (-0.948, -3.091, 3.628)  0.62
N (0.055, -1.343, 1.925)  0.02
C (-0.042, -0.277, 2.891)  -0.17
C (-0.621, 0.962, 2.271)  -0.20
C (-0.078, 2.214, 2.531)  -0.06
C (-0.613, 3.350, 1.947)  -0.10
C (-1.703, 3.248, 1.098)  -0.09
C (-2.261, 2.004, 0.847)  -0.09
C (-1.723, 0.869, 1.428)  -0.03
C (-0.802, -1.078, -1.353)  0.01
H (2.492, 3.106, -2.507)  0.11
H (2.962, 3.160, -0.270)  0.14
H (1.302, 2.749, 0.147)  0.10
H (2.692, 1.367, 1.829)  0.11
H (3.393, -0.947, 2.315)  0.11
H (3.669, -2.563, 0.474)  0.11
H (3.249, -1.848, -1.856)  0.11
H (2.549, 0.444, -2.337)  0.11
H (-0.279, 1.745, -0.836)  0.11
H (-1.221, 0.950, -3.506)  0.07
H (-2.300, 1.780, -2.373)  0.13
H (-3.915, 0.043, -2.011)  0.11
H (-4.480, -2.110, -0.961)  0.11
H (-2.697, -3.597, -0.149)  0.12
H (0.960, -2.733, -0.374)  0.10
H (-0.026, -4.143, -0.778)  0.13
H (-0.614, -4.414, 1.401)  0.11
H (0.479, -1.117, 1.039)  0.11
H (0.942, -0.062, 3.324)  0.12
H (-0.691, -0.646, 3.696)  0.07
H (0.763, 2.302, 3.204)  0.11
H (-0.181, 4.318, 2.158)  0.11
H (-2.120, 4.133, 0.643)  0.11
H (-3.124, 1.917, 0.205)  0.11
H (-2.164, -0.097, 1.235)  0.12
H (0.234, -0.789, -1.475)  0.10

Frontier orbital gap in eV: 8.6
Structure (SMILES): S=C(NCc1ccccc1)NCc1cccc(CNC(=S)NCc2ccccc2)c1


Entry 4:
Molecular formula: C5H9NO
Method: DFT, ωB97M-V/def2-TZVPD

Each line ends with the Löwdin charge.
Atoms and positions in Å:
C (1.857, -2.037, -0.473)  0.01
C (0.690, -1.423, -0.585)  -0.20
C (-0.242, -1.226, 0.574)  -0.22
C (-0.193, 0.209, 1.115)  -0.13
C (-0.472, 1.261, 0.059)  -0.55
N (-1.762, 1.291, -0.496)  0.14
O (0.360, 2.080, -0.242)  0.08
H (2.480, -2.247, -1.331)  0.05
H (2.146, -2.455, 0.487)  0.06
H (0.477, -0.855, -1.488)  0.10
H (-1.233, -1.613, 0.331)  0.11
H (0.138, -1.857, 1.385)  0.11
H (-0.897, 0.336, 1.943)  0.12
H (0.823, 0.388, 1.458)  0.12
H (-2.430, 0.745, 0.026)  0.08
H (-1.764, 1.176, -1.497)  0.10

Frontier orbital gap in eV: 10.7
Structure (SMILES): C=CCCC(N)=O